(1)
C34H42N5OSeZn as an isolated structure, computed with ωB97M-V/def2-TZVPD.

HOMO energy: -9.441 eV
Kohn-Sham gap: 7.1068 eV
total charge: +1
energy above the lowest of the compared OMol25 structures with the same formula, charge and spin: 0.00 kJ/mol
2S+1: 1

Atoms and positions in Å:
Zn (0.166, -0.371, 0.606)
C (3.647, -1.151, -1.763)
C (2.377, -0.437, -1.392)
O (1.429, -1.055, -0.869)
N (2.325, 0.862, -1.700)
C (1.133, 1.698, -1.651)
C (0.845, 2.373, -0.319)
C (0.524, 3.811, -0.430)
C (-0.495, 4.492, 0.099)
C (-1.442, 3.500, 2.223)
C (-1.068, 2.020, 2.087)
N (0.936, 1.627, 0.715)
H (3.670, -2.131, -1.298)
H (4.524, -0.583, -1.453)
H (3.689, -1.272, -2.847)
H (3.168, 1.277, -2.062)
H (0.261, 1.083, -1.889)
H (1.218, 2.443, -2.441)
H (1.249, 4.359, -1.027)
H (-0.462, 5.572, -0.025)
H (-2.336, 3.649, 2.828)
H (-1.418, 1.412, 2.922)
C (-2.846, 5.002, 0.692)
C (-1.752, 3.939, 0.754)
C (-0.204, 4.142, 2.784)
C (0.874, 3.385, 2.595)
C (2.309, 3.776, 2.726)
C (0.492, 2.022, 2.055)
C (-1.724, 1.553, 0.796)
C (-2.142, 2.630, 0.104)
N (-1.685, 0.206, 0.538)
C (-2.560, -0.413, -0.459)
C (-2.417, -1.932, -0.288)
C (-3.318, -2.694, -1.262)
C (-2.942, -2.328, -2.700)
C (-3.103, -0.819, -2.898)
C (-4.556, -0.419, -2.631)
C (-4.939, -0.798, -1.198)
C (-4.776, -2.307, -1.005)
C (-4.032, -0.052, -0.214)
C (-2.184, -0.084, -1.917)
H (-2.560, 5.898, 1.249)
H (-3.770, 4.612, 1.119)
H (-3.048, 5.297, -0.340)
H (-0.182, 5.148, 3.187)
H (2.456, 4.515, 3.513)
H (2.665, 4.213, 1.789)
H (2.942, 2.914, 2.948)
H (0.897, 1.254, 2.721)
H (-2.628, 2.625, -0.862)
H (-2.649, -2.193, 0.749)
H (-1.366, -2.215, -0.463)
H (-3.190, -3.770, -1.108)
H (-3.580, -2.870, -3.404)
H (-1.907, -2.624, -2.907)
H (-2.828, -0.551, -3.922)
H (-5.217, -0.922, -3.342)
H (-4.683, 0.658, -2.780)
H (-5.978, -0.514, -1.010)
H (-5.433, -2.849, -1.691)
H (-5.066, -2.587, 0.012)
H (-4.283, -0.316, 0.818)
H (-4.183, 1.024, -0.315)
H (-2.232, 0.994, -2.090)
H (-1.147, -0.406, -2.086)
C (1.542, -4.389, 0.504)
N (2.543, -3.525, 1.107)
C (2.305, -2.456, 1.879)
Se (0.647, -1.861, 2.495)
N (3.488, -1.890, 2.177)
C (4.524, -2.603, 1.589)
C (5.900, -2.427, 1.580)
C (6.637, -3.341, 0.848)
C (6.025, -4.390, 0.153)
C (4.653, -4.567, 0.166)
C (3.916, -3.650, 0.902)
H (0.576, -4.159, 0.943)
H (1.797, -5.428, 0.702)
H (1.505, -4.212, -0.571)
H (3.562, -1.095, 2.790)
H (6.375, -1.620, 2.121)
H (7.713, -3.246, 0.816)
H (6.642, -5.083, -0.403)
H (4.182, -5.379, -0.370)



(2)
An isolated ion of composition C5H9N2 and charge +1, computed with ωB97M-V/def2-TZVPD.

HOMO energy: -14.178 eV
Kohn-Sham gap: 8.7583 eV
total charge: +1
energy above the lowest of the compared OMol25 structures with the same formula, charge and spin: 447.53 kJ/mol
2S+1: 1

Atoms and positions in Å:
C (2.093, 0.321, -0.177)
C (1.398, -1.753, -0.070)
C (0.055, 1.509, 0.127)
C (-0.232, 0.057, 0.351)
C (-1.425, -0.656, -0.345)
N (1.528, 1.535, -0.058)
N (1.032, -0.557, 0.042)
H (2.384, -1.943, -0.400)
H (0.709, -2.653, -0.112)
H (-0.360, 2.071, -0.657)
H (-0.035, 2.162, 1.011)
H (-0.523, 0.026, 1.316)
H (-2.387, -0.055, -0.380)
H (-1.677, -1.509, 0.370)
H (-0.981, -0.927, -1.383)
H (2.154, 2.342, -0.288)



(3)
C35H34BN6O2P2Ti as an isolated structure, computed with ωB97M-V/def2-TZVPD.

expectation value of S²: 2.012
HOMO energy (alpha / beta): -3.277 / -4.524 eV
Kohn-Sham gap (alpha / beta): 5.3647 / 6.6112 eV
total charge: -1
energy above the lowest of the compared OMol25 structures with the same formula, charge and spin: 0.00 kJ/mol
2S+1: 3

Atoms and positions in Å:
Ti (-2.780, 0.491, 0.434)
C (-2.144, 2.564, 5.565)
N (-2.264, 1.542, 4.545)
C (-2.458, 0.193, 4.744)
C (-2.626, -0.356, 3.511)
N (-2.542, 0.638, 2.561)
C (-2.328, 1.761, 3.220)
H (-1.665, 2.135, 6.443)
H (-3.123, 2.953, 5.841)
H (-1.525, 3.376, 5.189)
H (-2.461, -0.244, 5.726)
H (-2.811, -1.382, 3.243)
H (-2.217, 2.736, 2.772)
C (1.547, 1.113, 0.253)
P (0.032, 0.154, -0.218)
C (0.129, -0.096, -2.017)
C (0.967, -0.991, -2.672)
C (0.990, -1.050, -4.057)
C (0.172, -0.214, -4.804)
C (-0.681, 0.671, -4.161)
C (-0.708, 0.721, -2.776)
C (0.262, -1.455, 0.620)
C (0.426, -1.415, 2.008)
C (0.444, -2.577, 2.758)
C (0.288, -3.809, 2.134)
C (0.099, -3.858, 0.763)
C (0.077, -2.690, 0.011)
P (3.344, 0.880, -0.141)
C (3.511, 1.296, -1.911)
C (2.515, 1.900, -2.671)
C (2.751, 2.274, -3.987)
C (3.992, 2.059, -4.563)
C (5.007, 1.485, -3.807)
C (4.770, 1.121, -2.492)
C (3.658, -0.928, -0.078)
C (3.973, -1.742, -1.162)
C (4.246, -3.092, -0.981)
C (4.202, -3.650, 0.287)
C (3.902, -2.848, 1.379)
C (3.651, -1.499, 1.196)
H (1.517, 1.132, 1.347)
H (1.348, 2.157, -0.013)
H (1.608, -1.646, -2.103)
H (1.646, -1.755, -4.552)
H (0.188, -0.265, -5.885)
H (-1.336, 1.314, -4.735)
H (-1.387, 1.405, -2.277)
H (0.505, -0.462, 2.523)
H (0.555, -2.518, 3.833)
H (0.276, -4.719, 2.718)
H (-0.079, -4.802, 0.264)
H (-0.146, -2.757, -1.045)
H (1.535, 2.075, -2.251)
H (1.951, 2.726, -4.560)
H (4.173, 2.344, -5.591)
H (5.987, 1.327, -4.239)
H (5.576, 0.690, -1.907)
H (3.990, -1.330, -2.162)
H (4.478, -3.710, -1.839)
H (4.398, -4.706, 0.425)
H (3.861, -3.271, 2.374)
H (3.432, -0.877, 2.058)
B (-1.788, 5.229, 0.069)
C (-2.105, 3.680, 0.084)
N (-2.289, 2.538, 0.129)
H (-0.631, 5.348, -0.275)
H (-1.958, 5.616, 1.210)
H (-2.556, 5.756, -0.703)
C (-5.492, 2.377, 0.355)
C (-4.893, 0.971, 0.456)
O (-5.675, 0.041, 0.591)
H (-6.583, 2.330, 0.395)
H (-5.162, 2.859, -0.569)
H (-5.114, 3.003, 1.170)
O (-2.654, -0.943, -0.852)
N (-3.025, -1.463, 0.372)
C (-3.282, -2.789, 0.416)
C (-3.200, -3.615, -0.722)
N (-3.109, -4.307, -1.646)
C (-3.499, -3.348, 1.693)
N (-3.681, -3.800, 2.743)



(4)
C34H65N11Si2Sr as an isolated structure, computed with ωB97M-V/def2-TZVPD.

HOMO energy: -5.228 eV
Kohn-Sham gap: 5.1113 eV
total charge: 0
energy above the lowest of the compared OMol25 structures with the same formula, charge and spin: 167.47 kJ/mol
2S+1: 1

Atoms and positions in Å:
Sr (-1.045, -1.250, -0.848)
C (-3.903, -2.243, -1.537)
C (-3.822, -2.387, 0.075)
N (-2.646, -2.016, 0.897)
C (-2.548, -0.573, 1.293)
C (-2.958, 0.284, 0.065)
N (-1.929, 1.014, -0.670)
C (-2.099, 0.972, -2.148)
C (-3.084, -0.109, -2.731)
N (-2.908, -1.553, -2.401)
H (-4.888, -1.793, -1.700)
H (-3.949, -3.261, -1.917)
H (-3.978, -3.449, 0.252)
H (-4.711, -1.865, 0.447)
H (-2.632, -2.598, 1.722)
H (-1.523, -0.343, 1.616)
H (-3.208, -0.339, 2.130)
H (-3.846, 0.876, 0.284)
H (-3.263, -0.462, -0.643)
H (-1.726, 1.912, -0.261)
H (-1.102, 0.848, -2.597)
H (-2.503, 1.913, -2.532)
H (-2.955, -0.006, -3.809)
H (-4.111, 0.190, -2.503)
H (-2.773, -2.095, -3.240)
C (1.253, -2.492, 1.561)
N (2.278, -1.502, 1.319)
C (3.187, -1.861, 0.233)
C (2.110, -0.222, 1.746)
N (0.917, 0.245, 2.011)
C (0.733, 1.096, 3.113)
C (1.437, 0.841, 4.303)
C (1.255, 1.571, 5.462)
C (0.313, 2.590, 5.480)
C (-0.414, 2.841, 4.331)
C (-0.221, 2.135, 3.137)
N (-1.075, 2.437, 2.051)
C (-1.331, 3.675, 1.793)
N (-2.532, 4.015, 1.198)
C (-3.768, 3.389, 1.605)
C (-2.655, 5.093, 0.243)
N (-0.496, 4.747, 2.016)
C (0.934, 4.568, 2.087)
C (-0.995, 5.974, 2.604)
N (3.286, 0.483, 1.869)
C (4.517, -0.138, 2.314)
C (3.315, 1.924, 1.843)
H (1.715, -3.477, 1.487)
H (0.473, -2.465, 0.800)
H (0.805, -2.366, 2.544)
H (2.615, -2.073, -0.672)
H (3.766, -2.744, 0.517)
H (3.867, -1.043, 0.021)
H (2.139, 0.015, 4.305)
H (1.826, 1.327, 6.348)
H (0.127, 3.163, 6.379)
H (-1.184, 3.607, 4.345)
H (-3.550, 2.590, 2.308)
H (-4.309, 2.974, 0.751)
H (-4.428, 4.122, 2.084)
H (-1.669, 5.450, -0.043)
H (-3.231, 5.936, 0.641)
H (-3.171, 4.735, -0.655)
H (1.211, 3.723, 1.466)
H (1.288, 4.394, 3.109)
H (1.420, 5.464, 1.691)
H (-2.080, 5.955, 2.661)
H (-0.688, 6.847, 2.020)
H (-0.601, 6.088, 3.620)
H (4.358, -1.196, 2.506)
H (4.851, 0.340, 3.241)
H (5.311, -0.031, 1.570)
H (2.465, 2.283, 1.277)
H (4.228, 2.250, 1.338)
H (3.291, 2.361, 2.848)
C (-1.583, -5.712, -2.291)
Si (-0.194, -4.888, -1.291)
C (1.325, -6.012, -1.401)
C (-0.824, -4.994, 0.502)
N (0.100, -3.263, -1.694)
C (0.871, -2.930, -2.811)
C (1.161, -3.862, -3.819)
C (2.004, -3.606, -4.895)
C (2.590, -2.361, -4.995)
C (2.283, -1.394, -4.043)
C (1.402, -1.598, -2.970)
N (1.044, -0.574, -2.081)
Si (1.705, 0.985, -2.264)
C (3.563, 1.100, -1.903)
C (0.904, 2.201, -1.051)
C (1.405, 1.851, -3.930)
H (-1.737, -6.749, -1.977)
H (-1.382, -5.713, -3.365)
H (-2.530, -5.182, -2.134)
H (1.407, -6.648, -0.516)
H (2.231, -5.406, -1.473)
H (1.303, -6.665, -2.276)
H (-1.665, -5.689, 0.577)
H (-1.154, -4.029, 0.886)
H (-0.043, -5.359, 1.174)
H (0.718, -4.849, -3.748)
H (2.197, -4.378, -5.630)
H (3.273, -2.125, -5.802)
H (2.750, -0.423, -4.154)
H (3.725, 1.205, -0.825)
H (4.015, 1.969, -2.390)
H (4.097, 0.209, -2.236)
H (0.629, 1.741, -0.098)
H (0.015, 2.674, -1.480)
H (1.621, 3.006, -0.861)
H (1.817, 1.331, -4.794)
H (1.842, 2.854, -3.899)
H (0.332, 1.976, -4.110)